{"formula": "C15H18N5O3SV", "method": "wB97M-V/def2-TZVPD", "largest_force_ev_per_a": 1.0, "orbital_gap_ha": [0.231, 0.237], "charge": 2, "multiplicity": 3, "lumo_energy_ev": [-7.25, -7.10], "homo_ev": [-13.54, -13.54], "symbols": ["V", "O", "N", "N", "O", "C", "C", "C", "C", "C", "C", "H", "H", "H", "H", "H", "C", "N", "C", "C", "O", "H", "H", "H", "H", "H", "H", "H", "N", "C", "S", "C", "C", "C", "N", "C", "C", "H", "H", "H", "H", "H", "H"], "positions_angstrom": [[-0.08582, 0.38906, 0.15019], [-1.06228, -1.06176, -0.51231], [-2.13201, -0.77429, -1.23500], [-2.39061, 0.44350, -1.19442], [-1.61306, 1.24916, -0.45022], [-3.47492, 1.03290, -1.97129], [-4.21041, 0.19854, -2.79905], [-5.23802, 0.76962, -3.52845], [-5.50504, 2.13027, -3.42173], [-4.74906, 2.93251, -2.57941], [-3.71368, 2.38618, -1.83569], [-3.99240, -0.85666, -2.87496], [-5.83114, 0.14630, -4.18322], [-6.31005, 2.56656, -3.99748], [-4.96514, 3.98826, -2.49256], [-3.12778, 2.99628, -1.16526], [3.70650, 3.22037, -2.18133], [2.49566, 2.64830, -1.51766], [1.23508, 3.40381, -1.55082], [2.59849, 1.48841, -0.97021], [1.63535, 0.84029, -0.40412], [3.44737, 4.20134, -2.56357], [4.00304, 2.57989, -3.00688], [4.50790, 3.31631, -1.45457], [1.47266, 4.45839, -1.64590], [0.68861, 3.25706, -0.62365], [0.63185, 3.08745, -2.39986], [3.57003, 1.00059, -0.99385], [0.62153, -0.41376, 7.03190], [-0.53848, -0.23141, 6.37803], [-1.98445, -0.11211, 7.09939], [-0.41206, -0.14208, 4.86413], [-1.57360, -0.10562, 4.09720], [-1.50022, 0.00220, 2.73362], [-0.31470, 0.06518, 2.08551], [0.81791, -0.00063, 2.81566], [0.80608, -0.08441, 4.18900], [0.58273, -0.49046, 8.03611], [1.51076, -0.55301, 6.59185], [-2.53255, -0.15559, 4.59521], [-2.39067, 0.04271, 2.12226], [1.75668, 0.03081, 2.27528], [1.76105, -0.10791, 4.69154]], "forces_ev_per_a": [[0.032, -0.544, -0.017], [-0.289, 0.033, -0.455], [0.430, -0.283, 0.328], [-0.177, 0.540, -0.179], [-0.673, 0.146, -0.532], [0.316, -0.283, 0.335], [-0.097, 0.034, -0.088], [0.003, -0.021, -0.009], [-0.006, 0.000, 0.003], [0.018, 0.030, 0.015], [-0.104, 0.119, -0.007], [0.000, 0.014, 0.004], [0.000, 0.018, 0.001], [0.005, -0.012, 0.006], [-0.006, -0.007, -0.010], [0.008, -0.010, -0.003], [-0.304, -0.048, 0.088], [0.181, 0.314, -0.181], [0.188, -0.074, 0.017], [-0.378, -0.625, 0.246], [0.690, 0.629, -0.331], [0.023, 0.002, -0.007], [0.038, 0.011, -0.017], [0.033, -0.001, -0.007], [-0.015, 0.001, -0.016], [-0.048, -0.038, 0.045], [-0.033, -0.004, -0.027], [0.050, 0.025, 0.021], [-0.243, 0.066, 0.128], [0.629, -0.128, -0.576], [-0.330, 0.078, 0.226], [-0.091, 0.019, 0.356], [-0.106, -0.041, 0.021], [0.116, 0.027, -0.184], [0.174, 0.027, 0.832], [-0.123, 0.105, 0.026], [0.038, -0.107, 0.000], [0.038, -0.004, 0.017], [0.025, -0.043, -0.044], [-0.001, 0.010, -0.014], [-0.014, 0.006, -0.010], [0.004, 0.007, -0.019], [-0.001, 0.015, 0.019]]}